(1)
{"formula": "C23H21N6O2PtS3", "method": "ωB97M-V/def2-TZVPD", "symbols": ["Pt", "O", "S", "O", "N", "C", "C", "C", "C", "C", "C", "C", "C", "N", "C", "C", "C", "C", "C", "C", "C", "H", "H", "H", "H", "H", "H", "H", "H", "H", "H", "H", "N", "N", "C", "N", "S", "H", "H", "H", "H", "H", "S", "C", "N", "C", "C", "C", "C", "C", "C", "H", "H", "H", "H", "H"], "positions_angstrom": [[-0.3105, 0.2663, -0.5089], [-2.7086, -0.0187, 1.6851], [-1.5560, -0.2768, 2.5330], [-1.5479, 0.3742, 3.8106], [-0.2462, 0.0299, 1.6557], [1.0280, 0.1742, 2.2196], [1.3526, 0.1793, 3.5610], [2.6876, 0.2913, 3.9942], [3.7240, 0.3920, 3.1139], [3.4445, 0.3853, 1.7308], [4.4583, 0.4587, 0.7519], [4.1394, 0.4251, -0.5758], [2.7883, 0.3390, -0.9352], [1.8195, 0.2832, -0.0470], [2.1073, 0.2891, 1.2879], [-1.5683, -2.0337, 2.7988], [-0.4220, -2.8003, 2.6462], [-0.4781, -4.1627, 2.9049], [-1.6682, -4.7468, 3.3126], [-2.8106, -3.9717, 3.4633], [-2.7652, -2.6107, 3.2083], [0.5699, 0.1033, 4.2982], [2.8821, 0.2931, 5.0585], [4.7489, 0.4708, 3.4506], [5.4902, 0.5336, 1.0721], [4.8962, 0.4681, -1.3455], [2.4933, 0.3190, -1.9761], [0.5046, -2.3456, 2.3247], [0.4114, -4.7676, 2.7888], [-1.7061, -5.8088, 3.5152], [-3.7377, -4.4274, 3.7845], [-3.6453, -1.9927, 3.3278], [-2.5397, -0.2682, -0.8650], [-3.3973, 0.8437, -0.9258], [-2.9217, 2.0848, -0.6909], [-3.8355, 3.0420, -0.5366], [-1.2836, 2.4829, -0.6561], [-2.7293, -0.8606, -1.6647], [-2.7157, -0.7364, 0.0279], [-4.3454, 0.6614, -0.6254], [-4.8244, 2.8583, -0.5662], [-3.5304, 3.9778, -0.3313], [-0.2532, -0.9081, -5.1573], [-0.3560, -0.9984, -3.4520], [-0.0305, 0.0675, -2.7899], [0.3704, 1.0824, -3.6608], [0.8388, 2.3483, -3.2992], [1.2095, 3.2204, -4.2974], [1.1235, 2.8566, -5.6495], [0.6766, 1.6086, -6.0221], [0.3054, 0.7232, -5.0103], [-0.6643, -1.9155, -2.9688], [0.9121, 2.6253, -2.2574], [1.5751, 4.2041, -4.0361], [1.4195, 3.5647, -6.4113], [0.6206, 1.3228, -7.0634]], "atomic_forces_ev_per_a": [[-0.05, -0.15, -0.10], [-0.07, 0.05, 0.12], [0.14, -0.05, 0.08], [-0.03, 0.00, -0.01], [-0.04, 0.03, -0.02], [-0.02, -0.03, 0.00], [-0.05, -0.01, -0.03], [0.01, 0.00, 0.01], [-0.01, -0.01, 0.00], [0.01, 0.01, 0.00], [0.01, -0.01, 0.01], [-0.01, 0.00, -0.01], [0.01, 0.02, 0.02], [0.02, 0.08, 0.02], [0.00, -0.01, -0.03], [0.08, -0.01, 0.05], [-0.04, 0.00, -0.05], [-0.01, -0.02, 0.01], [0.02, 0.00, -0.01], [-0.02, 0.03, 0.00], [0.02, 0.03, 0.03], [0.00, 0.00, 0.02], [-0.01, 0.00, 0.00], [0.00, 0.00, 0.00], [0.00, 0.00, 0.00], [0.00, 0.00, 0.00], [-0.02, 0.02, -0.03], [0.00, 0.00, 0.00], [0.00, 0.00, 0.00], [0.00, 0.00, 0.00], [0.00, 0.00, 0.00], [-0.02, -0.01, 0.01], [0.02, 0.02, -0.21], [0.01, 0.04, 0.04], [-0.01, -0.02, -0.02], [0.00, 0.03, 0.01], [0.00, 0.01, 0.10], [0.01, 0.00, -0.03], [0.00, -0.01, 0.02], [0.00, -0.02, -0.01], [0.00, 0.00, -0.01], [0.00, 0.00, 0.00], [0.02, -0.01, 0.00], [-0.01, -0.06, 0.04], [0.02, 0.08, -0.01], [0.00, -0.03, 0.00], [0.03, -0.03, 0.02], [0.00, 0.00, -0.01], [0.00, 0.00, 0.00], [-0.01, 0.00, 0.01], [0.00, 0.02, -0.03], [-0.02, 0.01, 0.01], [0.03, 0.00, -0.02], [0.00, 0.00, 0.00], [0.00, 0.00, 0.00], [0.00, 0.00, 0.00]], "fmax_ev_per_a": 0.2, "multiplicity": 3, "homo_lumo_gap_ev": [7.42, 6.44], "charge": 1, "relative_energy_kcal_mol": 7.19}



(2)
{"formula": "C9H14BrN2O2", "method": "ωB97M-V/def2-TZVPD", "symbols": ["C", "C", "C", "C", "C", "C", "C", "C", "C", "N", "N", "O", "O", "Br", "H", "H", "H", "H", "H", "H", "H", "H", "H", "H", "H", "H", "H", "H"], "positions_angstrom": [[2.7781, -0.3447, 2.5285], [2.9171, 0.1136, 1.2410], [0.6249, 0.6635, 2.6611], [-1.6055, 0.3179, -0.3296], [-1.2939, 1.2463, -1.4153], [0.2655, -0.3194, -2.2968], [1.6583, -0.0608, 3.2503], [0.4963, -0.6498, -0.8211], [1.7839, 0.8339, 0.7381], [0.7188, 1.1536, 1.4344], [-0.4060, -0.3681, 0.0336], [-0.8040, 0.4954, -2.5586], [1.7221, 1.4897, -0.4590], [-1.1485, -2.7960, 2.3668], [3.6158, -0.9532, 3.0562], [3.8116, -0.1040, 0.6188], [-0.4102, 0.8954, 3.0001], [-1.9009, 0.7407, 0.5708], [-2.3849, -0.3616, -0.5712], [-2.2004, 1.8700, -1.8238], [-0.4796, 1.9485, -1.1466], [0.9969, -0.0117, -3.0576], [0.1265, -1.3679, -2.5154], [1.6978, -0.3543, 4.3042], [1.3281, -1.2861, -0.5226], [-0.3251, -0.7633, 0.9110], [0.0270, -2.2221, 1.6021], [2.5813, 1.3452, -0.9086]], "atomic_forces_ev_per_a": [[2.50, -1.30, 0.77], [-0.90, 0.39, -1.82], [-1.08, 0.34, 0.26], [-0.21, -0.07, 0.36], [-0.42, 2.35, -2.53], [0.55, -0.26, 0.87], [-1.07, 0.16, 1.66], [0.09, 0.52, -2.04], [2.15, 2.01, 1.19], [0.66, -0.30, 0.39], [0.19, -1.59, -3.49], [-1.61, 0.32, 0.49], [1.77, -1.04, -0.60], [1.50, 0.79, -1.01], [-1.48, 1.23, -1.20], [-0.77, 0.27, 0.49], [1.19, -0.45, 1.03], [-0.79, 1.54, 1.46], [-0.54, -0.94, -0.53], [1.69, -1.43, 0.99], [-0.67, -0.24, 0.18], [1.04, -0.20, 1.19], [-0.93, -0.95, -0.98], [-0.69, 0.05, -0.44], [-0.09, 0.23, -0.11], [-0.19, -0.52, 2.05], [-1.34, -1.28, 1.33], [-0.56, 0.36, 0.02]], "fmax_ev_per_a": 3.8, "homo_lumo_gap_ev": 9.04, "charge": 1, "relative_energy_kcal_mol": 0.00}



(3)
{"formula": "C6H12N2S2", "method": "ωB97M-V/def2-TZVPD", "symbols": ["C", "C", "C", "N", "C", "C", "N", "S", "C", "S", "H", "H", "H", "H", "H", "H", "H", "H", "H", "H", "H", "H"], "positions_angstrom": [[0.0203, 1.8345, 1.1564], [-0.2790, 0.3773, 0.9478], [-1.6854, 0.2781, 0.3322], [-1.9963, -1.0890, -0.1746], [-0.9411, -1.5877, -1.0663], [0.3918, -1.6329, -0.3321], [0.7765, -0.2921, 0.1344], [2.4665, -0.0393, 0.3352], [2.5706, 0.9218, -1.1355], [3.4087, 2.3849, -1.1829], [-0.1600, 2.3925, 0.2518], [1.0346, 1.9489, 1.5254], [-0.6022, 2.2756, 1.9506], [-0.3384, -0.1322, 1.9276], [-2.4237, 0.5233, 1.0928], [-1.8257, 1.0014, -0.4966], [-2.1343, -1.7075, 0.6138], [-0.8278, -0.9495, -1.9651], [-1.1235, -2.6045, -1.3524], [0.2653, -2.3139, 0.5035], [1.1587, -2.0944, -0.9829], [2.2446, 0.5047, -2.0833]], "atomic_forces_ev_per_a": [[0.18, 0.25, 1.07], [0.23, -0.04, 0.44], [0.24, -1.37, -1.02], [-0.12, 0.99, -0.49], [0.51, 0.76, 0.79], [0.28, 0.20, -0.30], [-0.31, -0.78, -0.69], [-1.56, 0.57, -0.49], [2.55, 2.54, 0.22], [-1.29, -2.25, 0.06], [0.26, 0.26, -0.36], [0.25, 0.27, -0.28], [-0.09, -0.31, -0.30], [0.08, 0.04, -0.10], [0.05, 0.08, 0.11], [0.27, -0.38, 0.29], [0.11, -0.16, -0.05], [-0.38, -0.24, 0.44], [-0.58, -0.50, -0.40], [0.01, -0.32, 0.50], [-0.13, 0.59, 0.29], [-0.56, -0.19, 0.27]], "fmax_ev_per_a": 3.6, "homo_lumo_gap_ev": 7.98, "smiles": "C[C@H]1CNCCN1SC=S", "relative_energy_kcal_mol": 46.07}



(4)
{"formula": "C9H16NO", "method": "ωB97M-V/def2-TZVPD", "symbols": ["C", "C", "C", "C", "C", "C", "C", "O", "H", "H", "H", "H", "H", "H", "H", "H", "C", "C", "N", "H", "H", "H", "H", "H", "H", "H", "H"], "positions_angstrom": [[-1.9059, 1.5207, 1.2312], [-0.7054, -2.2603, -0.4463], [-0.7869, -2.1611, 0.9591], [-1.2446, -1.2484, -1.2064], [-1.2696, -0.9445, 1.4628], [-1.5575, 0.0426, -0.6940], [-1.5415, 0.1874, 0.6986], [-0.0990, -3.3519, -0.9273], [-0.2159, -2.7977, 1.5958], [-0.4944, -3.7837, -1.6907], [-1.0199, -1.1637, -2.2737], [-1.3708, -0.9417, 2.5462], [-1.6304, 0.9216, -1.3054], [-2.6830, 1.6989, 1.9724], [-2.2875, 2.2582, 0.4589], [-0.9968, 1.9648, 1.6125], [2.9270, 2.2196, -0.6684], [2.4990, 3.4548, 0.1188], [2.0359, 0.9432, -0.3216], [2.8582, 2.4344, -1.7204], [3.8951, 1.7667, -0.4477], [1.4292, 3.3343, 0.3657], [2.5417, 4.2703, -0.6134], [2.4309, 0.1013, -0.7673], [1.5197, 0.8800, 0.5489], [1.2368, 1.0608, -1.0156], [3.0761, 3.6557, 1.0143]], "atomic_forces_ev_per_a": [[-0.35, 2.29, -0.41], [-1.11, -0.15, 1.56], [0.18, 2.24, -1.41], [1.14, 2.66, -1.68], [0.50, -0.76, 0.96], [1.02, -2.16, 1.49], [-1.57, -0.39, -1.11], [0.82, -1.01, -0.36], [-0.34, -0.89, 0.34], [-0.22, 0.42, -0.11], [-0.42, -0.95, 0.01], [0.09, 0.52, -0.06], [-0.52, 0.00, -0.49], [0.10, -1.01, 0.46], [0.72, -1.11, 0.26], [0.22, 0.48, 0.49], [0.36, -1.37, 1.78], [-0.64, -0.47, -0.77], [-1.77, 1.49, -4.37], [-0.30, -0.57, -0.43], [0.26, 0.91, -0.03], [0.36, 0.26, 0.11], [0.14, 0.13, 0.62], [0.20, -0.09, 1.36], [0.62, -0.38, 0.68], [0.49, -0.11, 1.13], [0.02, -0.01, -0.04]], "fmax_ev_per_a": 4.9, "homo_lumo_gap_ev": 8.19, "charge": 1, "relative_energy_kcal_mol": 38.07}